1.
The following is a quantum chemistry calculation of C36H32GeIrN4O5S2SbSe4 as an isolated structure in a non-equilibrium geometry, from the OMol25 dataset.

Cartesian coordinates (Å):
C 0.7119 -1.5731 -2.7168
H 5.5322 4.0602 1.0642
C 0.0850 1.4972 -2.9151
Se -4.2336 -9.2893 3.3618
H -5.7453 -1.5942 3.7120
C 2.0757 -0.1922 2.0134
H 3.1445 2.9147 -3.5379
H -1.6241 2.6153 -2.1773
C 5.0440 3.9060 2.0781
C 3.5533 3.8859 1.9603
C -2.7612 -0.2492 -6.0538
C 0.7353 3.8015 1.8119
H 3.3500 2.5322 3.6295
O -0.9947 1.8016 1.5791
C 2.9312 0.6810 0.0262
H -0.7298 4.6027 -2.1832
C -1.7937 -0.6370 3.9967
C -0.9550 -1.7441 3.9557
H -1.4049 0.4066 4.0776
H -0.0814 -2.3168 -4.6538
H -3.6963 -0.8631 -2.2994
H 1.7043 -1.0569 -0.9564
C 2.0335 2.8806 -3.2910
S 0.7726 -1.6381 3.7823
C 1.5252 4.5849 0.9221
N -5.0967 -2.3358 3.7890
C 3.0187 -2.0714 -2.3160
Sb -6.2765 -9.5096 4.7264
H 3.5035 5.2795 0.3023
Se -8.2065 -9.2615 3.4611
H 0.9436 5.1281 0.2136
C 1.3865 1.6954 -3.3672
Se -1.0086 -2.2529 0.6665
Ir -0.4214 -0.0675 0.8627
H 5.3589 4.7028 2.8165
H -0.7232 -0.0069 -5.3306
H -5.4381 -1.0772 -4.1967
O -1.9488 3.6791 2.5702
C -4.4414 -0.7286 -4.3110
C -3.1399 -0.8325 3.8589
O 1.2151 -1.0636 5.0710
C -2.8918 -3.2233 3.8052
H 3.9501 -3.2762 -3.8121
C 3.0694 -2.7369 -3.5479
H 1.9676 -3.5226 -5.2055
C 1.8573 -1.4963 -1.8969
H 1.8823 0.8638 -3.8515
C 2.9113 4.6334 0.9956
H 0.8307 2.4166 3.5454
H 1.8315 4.9801 -2.6227
H -2.5489 -0.0643 -7.0997
O 1.3668 -2.8634 3.3033
C 2.8139 3.1540 2.9132
Se -4.8603 -7.3251 4.4671
C 0.7636 -2.2034 -3.9637
H 2.7704 1.0908 -0.9839
N 1.8524 0.3053 0.7486
H -3.2783 -4.2355 3.6833
H 5.3842 2.8873 2.3793
H 5.3430 -0.1706 2.2963
C 0.0097 3.8872 -2.4704
H -3.6846 0.0176 3.7458
H -4.8380 -0.5025 -6.3713
C -1.6504 0.0880 -0.7512
C -1.7242 -0.3541 -5.0909
H 5.0266 0.8513 -0.0734
O -1.4364 3.6927 0.1516
H 3.8813 -2.1101 -1.7045
C 4.3848 -0.0526 1.7537
C -2.0932 -0.5818 -3.7307
C -0.5767 2.6249 -2.5022
C 1.3585 3.9850 -2.7943
C 4.2116 0.5326 0.5037
C -3.4310 -0.7821 -3.3413
C -1.4951 -3.0084 3.8778
C -3.7531 -2.1067 3.7553
H -2.5709 -0.4295 -0.5215
N 0.9236 -0.4778 2.5882
S -1.0570 3.2606 1.5075
H -5.4449 -3.2360 3.5762
N 3.3487 -0.4318 2.4792
C -4.0714 -0.4468 -5.6385
H -0.7805 -3.8633 3.7600
C 1.4006 3.1049 2.8445
Ge -0.7962 -0.2929 -2.3793
C 1.9386 -2.8761 -4.3307

Values from the calculation:
* charge: -2
* molar mass: 1367.2 g/mol
* orbital gap (alpha / beta): 6.224 / 5.117 eV
* <S²>: 6.017
* spin multiplicity: 5
* energy above the lowest of the compared OMol25 structures with the same formula, charge and spin: 0.0 kJ/mol

=====

2.
The following is a quantum chemistry calculation of C36H32IrN12OS as an isolated structure in a non-equilibrium geometry, from the OMol25 dataset.

Cartesian coordinates (Å):
N -0.0691 -0.3118 1.7497
C 1.0079 0.0188 3.6664
C -1.4786 -0.6181 -3.2412
C 0.6565 4.7786 -2.1178
C -1.6014 3.6924 4.0722
C -0.6123 4.3177 -2.4368
H -3.9655 -0.9438 2.2343
C -1.9765 2.6519 3.2392
H -5.8768 0.4618 -2.3062
N -2.7139 0.3489 -1.4445
H 0.6646 -0.9840 -4.3356
H 3.8197 -4.8286 -1.4673
C -1.1725 -2.8225 0.6726
N 0.5749 -1.2784 3.5896
H 1.5658 0.4029 4.5005
C -1.4267 -5.2220 1.0097
C -0.5782 4.7545 2.1685
C 1.5354 3.9240 -1.4683
C -2.7797 0.6982 1.9900
H -2.0350 -4.1604 -0.7515
O -1.3976 -1.8137 -0.1284
N 1.5346 0.4409 -0.3416
H -4.2724 1.2097 -0.2916
S -2.9488 1.2555 3.6389
H -1.8679 3.6802 5.1200
C -4.8126 0.3100 -2.2585
C 1.1108 2.6438 -1.1537
C 0.8801 -0.7197 -3.2953
C -3.9936 -0.2813 -3.2058
H -1.7510 -6.1869 0.6452
H 5.8702 0.8276 1.1164
H 1.4836 0.1929 -3.2986
H 5.5257 2.4499 0.5775
N -2.0443 1.4674 1.2122
H 0.7394 1.6287 2.1956
H 0.9618 5.7835 -2.3743
N 2.0009 -1.7107 0.3904
H 2.7000 -2.3985 0.6164
C 3.2238 -3.9894 -1.8001
C 2.4168 -0.4623 0.1771
H 1.3751 -5.0818 -1.7621
N 3.2131 2.0712 -0.1954
C 4.0166 1.1255 0.3535
C -0.9295 3.6978 1.3481
H -4.2736 -0.6876 -4.1634
C 1.0894 -3.0551 -2.3931
H 1.1616 -2.0175 -0.0789
C 2.0140 1.6752 -0.5185
C -0.8847 4.7426 3.5264
C 1.6990 -1.8411 -2.7002
C -0.9644 3.0293 -2.0692
H -0.6956 3.7184 0.2976
C 1.8504 -4.1298 -1.9579
C -1.5806 -4.1044 0.2292
C -0.0696 -1.4630 2.4140
N -0.1257 2.2170 -1.4314
N -3.3652 -0.4368 1.6079
H -1.3178 4.9475 -2.9584
H 3.5591 -0.7769 -2.8125
H -0.0099 -3.8356 3.7274
C 3.0734 -1.7093 -2.5461
C 0.6026 0.6105 2.5154
C -0.8499 -5.1156 2.2766
H -0.0611 5.6043 1.7446
N 5.2333 1.4990 0.7228
C -3.9788 0.6890 -1.1894
H 2.5409 4.2160 -1.2071
H -3.1283 -0.8297 0.7059
H 4.9051 -2.6680 -1.9846
N -0.3682 -0.4465 -2.6060
H 0.0182 -3.1620 -2.5166
H -1.9539 2.6431 -2.2780
N 3.6514 -0.1453 0.5293
Ir -0.7700 0.2590 -0.3988
C -1.6158 2.6120 1.8834
C 3.8338 -2.7774 -2.0924
H 0.7224 -1.9723 4.3023
H -0.5813 5.5681 4.1539
C -2.6922 -0.2454 -2.6795
H -0.7303 -5.9941 2.8937
H -1.4909 -1.0227 -4.2519
C -0.5776 -2.7282 1.9582
C -0.4427 -3.8868 2.7362

Values from the calculation:
* charge: +2
* molar mass: 873.0 g/mol
* orbital gap (alpha / beta): 5.638 / 5.466 eV
* <S²>: 0.761
* spin multiplicity: 2
* energy above the lowest of the compared OMol25 structures with the same formula, charge and spin: 120.2 kJ/mol

=====

Which of these has the lowest energy above the lowest of the compared OMol25 structures with the same formula, charge and spin?
C36H32GeIrN4O5S2SbSe4